Record 1
Below is 4 unconnected molecules or ions with the total composition C16H20F12O8 in a non-equilibrium geometry, with properties calculated with wB97M-V/def2-TZVPD.

## Properties
net charge = 0
frontier orbital gap = 10.700 eV
molecular weight = 568.30 g mol⁻¹
lowest unoccupied orbital energy = 0.055 eV
relative energy (zero: lowest compared OMol25 entry of this formula, charge and spin) = 166.5 kcal/mol
structure (SMILES) = CCOC(=O)C(F)(F)F.CCOC(=O)C(F)(F)F.CCOC(=O)C(F)(F)F.CCOC(=O)C(F)(F)F

CARTESIAN COORDINATES (ANGSTROEM)
1 C 3.72 2.51 -2.41
2 C 2.95 1.25 -2.08
3 O 1.76 1.76 -1.44
4 C 1.63 1.90 -0.08
5 O 2.59 1.75 0.73
6 C 0.21 2.29 0.39
7 F -0.26 1.48 1.37
8 F 0.28 3.56 0.74
9 F -0.72 2.18 -0.57
10 H 3.41 3.18 -3.21
11 H 4.69 2.08 -2.67
12 H 3.86 3.26 -1.63
13 H 3.33 0.46 -1.44
14 H 2.78 0.81 -3.06
15 C -4.02 1.85 -0.57
16 C -3.89 1.51 0.98
17 O -3.96 0.09 1.00
18 C -3.97 -0.59 2.20
19 O -3.98 0.02 3.26
20 C -3.88 -2.10 2.09
21 F -2.67 -2.52 2.43
22 F -4.65 -2.71 3.02
23 F -4.21 -2.48 0.82
24 H -3.15 1.61 -1.18
25 H -4.16 2.93 -0.64
26 H -4.91 1.37 -0.99
27 H -4.61 2.12 1.52
28 H -2.93 1.82 1.40
29 C 3.12 0.34 2.69
30 C 2.88 -1.05 2.08
31 O 1.55 -1.20 1.61
32 C 1.09 -2.45 1.36
33 O 1.81 -3.43 1.34
34 C -0.34 -2.58 0.80
35 F -0.34 -3.01 -0.44
36 F -1.04 -3.43 1.59
37 F -0.95 -1.37 0.87
38 H 2.80 1.21 2.11
39 H 4.18 0.36 2.96
40 H 2.51 0.50 3.58
41 H 3.22 -1.77 2.82
42 H 3.57 -1.24 1.26
43 C 2.38 -1.55 -1.82
44 C 1.20 -0.74 -2.38
45 O 0.02 -1.01 -1.58
46 C -1.16 -0.37 -1.91
47 O -1.28 0.45 -2.78
48 C -2.41 -0.72 -1.03
49 F -2.48 -2.03 -0.76
50 F -2.30 -0.07 0.10
51 F -3.55 -0.42 -1.57
52 H 3.27 -1.32 -2.40
53 H 2.16 -2.61 -1.87
54 H 2.44 -1.27 -0.76
55 H 1.01 -0.91 -3.44
56 H 1.42 0.32 -2.39


Record 2
Below is a molecular structure, C16H20F3ORu in a non-equilibrium geometry, with properties calculated with wB97M-V/def2-TZVPD.

## Properties
net charge = -1
frontier orbital gap (alpha / beta) = 5.538 / 6.309 eV
molecular weight = 386.40 g mol⁻¹
lowest unoccupied orbital energy (alpha / beta) = 3.231 / 2.810 eV
relative energy (zero: lowest compared OMol25 entry of this formula, charge and spin) = 79.9 kcal/mol
spin multiplicity = 5

CARTESIAN COORDINATES (ANGSTROEM)
1 Ru -0.90 0.34 0.55
2 C -0.60 -1.37 1.57
3 C -1.42 -2.02 0.54
4 C -0.57 -2.57 -0.44
5 H -2.47 -2.26 0.68
6 C 0.79 -2.34 -0.07
7 C 0.81 -1.67 1.18
8 H 1.71 -1.42 1.77
9 H -0.89 -1.27 2.63
10 H -0.87 -3.23 -1.26
11 H 1.68 -2.65 -0.64
12 C 0.31 1.97 0.43
13 C 1.19 0.89 0.95
14 C 2.13 0.57 -0.09
15 H 1.40 0.78 2.01
16 C 1.86 1.37 -1.22
17 C 0.76 2.18 -0.95
18 H 0.43 3.01 -1.57
19 H -0.03 2.76 1.10
20 H 2.98 -0.11 -0.01
21 H 2.48 1.39 -2.12
22 O -2.75 -0.20 -0.40
23 C 0.14 -0.20 -4.47
24 C -1.18 -0.44 -4.34
25 C 1.06 -1.30 -4.03
26 C 0.55 1.23 -4.63
27 C -2.75 -0.42 -1.67
28 H -1.57 -1.44 -4.03
29 H -1.94 0.37 -4.29
30 H -3.09 0.38 -2.45
31 H -2.61 -1.44 -2.21
32 H 1.65 -1.50 -4.90
33 H 0.59 -2.23 -3.71
34 H 1.74 -0.97 -3.23
35 H 0.62 1.40 -5.69
36 H 1.54 1.38 -4.20
37 H -0.10 2.03 -4.24
38 F -3.30 0.71 2.30
39 C -2.22 1.44 1.92
40 F -2.66 2.56 1.23
41 F -1.66 1.91 3.06


Record 3
Below is 3 unconnected molecules or ions with the total composition C16H20I2N5 in a non-equilibrium geometry, with properties calculated with wB97M-V/def2-TZVPD.

## Properties
net charge = +1
frontier orbital gap = 7.060 eV
molecular weight = 536.18 g mol⁻¹
lowest unoccupied orbital energy = -3.901 eV

CARTESIAN COORDINATES (ANGSTROEM)
1 C 1.75 0.11 -1.23
2 C 2.49 -1.18 -1.26
3 I 3.39 -1.65 -3.14
4 C 2.63 -2.02 -0.27
5 I 1.78 -1.54 1.65
6 N 3.33 -3.29 -0.39
7 C 2.60 -4.30 -1.20
8 C 1.62 -4.85 -0.20
9 N 2.46 -4.94 1.03
10 C 3.43 -3.98 0.81
11 N 4.38 -3.84 1.68
12 H 1.35 0.37 -0.26
13 H 2.39 0.91 -1.60
14 H 0.91 0.05 -1.92
15 H 3.30 -4.99 -1.68
16 H 2.01 -3.89 -2.01
17 H 1.11 -5.75 -0.53
18 H 0.83 -4.12 0.03
19 H 1.86 -4.66 1.81
20 H 5.25 -3.36 1.49
21 H 4.26 -4.30 2.58
22 N -2.25 1.91 1.40
23 C -1.18 1.17 1.68
24 C -0.57 1.14 2.92
25 C -1.09 1.93 3.93
26 C -2.19 2.72 3.66
27 C -2.73 2.67 2.38
28 H -0.81 0.56 0.86
29 H 0.29 0.50 3.08
30 H -0.63 1.94 4.92
31 H -2.63 3.35 4.42
32 H -3.60 3.27 2.13
33 N -2.91 2.17 -2.95
34 C -2.89 2.47 -1.65
35 C -3.17 3.73 -1.15
36 C -3.50 4.73 -2.05
37 C -3.53 4.44 -3.40
38 C -3.23 3.15 -3.80
39 H -2.63 1.66 -0.99
40 H -3.14 3.92 -0.09
41 H -3.73 5.73 -1.70
42 H -3.78 5.20 -4.13
43 H -3.24 2.87 -4.85


Record 4
Below is a molecular structure, C16H20LuN5O4 in a non-equilibrium geometry, with properties calculated with wB97M-V/def2-TZVPD.

## Properties
net charge = +2
frontier orbital gap = 9.000 eV
molecular weight = 521.33 g mol⁻¹
lowest unoccupied orbital energy = -5.857 eV
relative energy (zero: lowest compared OMol25 entry of this formula, charge and spin) = 4.0 kcal/mol

CARTESIAN COORDINATES (ANGSTROEM)
1 Lu -0.11 -0.20 -0.10
2 C 0.58 0.62 3.14
3 O 1.10 0.52 1.79
4 C 1.93 1.64 1.46
5 C 2.66 1.33 0.17
6 O 1.68 1.16 -0.87
7 C 2.23 1.35 -2.18
8 H 1.41 0.76 3.83
9 H 0.07 -0.31 3.37
10 H -0.12 1.45 3.22
11 H 2.66 1.82 2.25
12 H 1.32 2.53 1.33
13 H 3.25 0.41 0.29
14 H 3.34 2.15 -0.07
15 H 2.74 2.30 -2.24
16 H 1.40 1.35 -2.88
17 H 2.92 0.55 -2.43
18 O -2.50 -1.32 2.86
19 C -1.80 -1.33 1.88
20 O -1.70 -0.37 0.99
21 C -0.90 -2.54 1.62
22 C -1.14 -3.72 2.28
23 C -0.30 -4.80 2.05
24 C 0.77 -4.64 1.17
25 C 0.95 -3.42 0.56
26 N 0.14 -2.37 0.76
27 H -1.97 -3.78 2.97
28 H -0.46 -5.74 2.55
29 H 1.46 -5.45 0.98
30 H 1.78 -3.26 -0.12
31 N -2.68 1.55 -3.23
32 C -3.06 2.54 -2.37
33 C -2.30 2.37 -1.25
34 N -1.46 1.31 -1.43
35 C -1.72 0.82 -2.64
36 C -1.02 -0.35 -3.13
37 N -0.25 -1.08 -2.34
38 C 0.27 -2.09 -3.12
39 C -0.20 -1.96 -4.39
40 N -1.01 -0.85 -4.38
41 H -3.10 1.38 -4.13
42 H -3.82 3.26 -2.61
43 H -2.32 2.95 -0.34
44 H 0.93 -2.84 -2.72
45 H -0.03 -2.55 -5.27
46 H -1.48 -0.49 -5.19


Record 5
Below is a molecular structure, C16H20LuN5O4 in a non-equilibrium geometry, with properties calculated with wB97M-V/def2-TZVPD.

## Properties
net charge = +2
frontier orbital gap = 9.199 eV
molecular weight = 521.33 g mol⁻¹
lowest unoccupied orbital energy = -6.031 eV
relative energy (zero: lowest compared OMol25 entry of this formula, charge and spin) = 0.0 kcal/mol

CARTESIAN COORDINATES (ANGSTROEM)
1 Lu 0.59 0.39 0.06
2 C 1.10 1.91 2.82
3 O 1.60 0.78 2.06
4 C 3.03 0.88 1.83
5 C 3.47 -0.34 1.08
6 O 2.75 -0.39 -0.17
7 C 3.37 -1.24 -1.17
8 H 1.60 1.93 3.79
9 H 0.04 1.77 2.96
10 H 1.30 2.83 2.27
11 H 3.54 0.93 2.79
12 H 3.21 1.79 1.26
13 H 3.28 -1.26 1.64
14 H 4.54 -0.25 0.88
15 H 4.42 -0.98 -1.23
16 H 2.90 -1.03 -2.12
17 H 3.24 -2.28 -0.90
18 O 0.46 4.39 -0.68
19 C 0.23 3.23 -0.73
20 O 1.09 2.24 -0.40
21 C -1.12 2.69 -1.13
22 C -2.06 3.52 -1.69
23 C -3.29 2.98 -2.03
24 C -3.54 1.64 -1.78
25 C -2.54 0.88 -1.20
26 N -1.35 1.39 -0.88
27 H -1.82 4.57 -1.84
28 H -4.06 3.60 -2.48
29 H -4.48 1.18 -2.03
30 H -2.70 -0.17 -0.98
31 N -2.17 -2.77 1.43
32 C -2.34 -2.10 2.63
33 C -1.55 -1.01 2.55
34 N -0.86 -1.01 1.35
35 C -1.26 -2.09 0.71
36 C -0.79 -2.38 -0.65
37 N 0.02 -1.54 -1.27
38 C 0.21 -2.06 -2.54
39 C -0.49 -3.21 -2.66
40 N -1.11 -3.41 -1.45
41 H -2.62 -3.63 1.19
42 H -2.99 -2.47 3.40
43 H -1.41 -0.23 3.29
44 H 0.82 -1.57 -3.28
45 H -0.59 -3.91 -3.48
46 H -1.69 -4.20 -1.22


Record 6
Below is a gas-phase ion, C16H20N3O4S (charge +1), with properties calculated with wB97M-V/def2-TZVPD.

## Properties
net charge = +1
frontier orbital gap = 8.868 eV
molecular weight = 350.42 g mol⁻¹
lowest unoccupied orbital energy = -2.694 eV
structure (SMILES) = COc1ccc(C[NH2+]CC(=O)Nc2cccc(S(N)(=O)=O)c2)cc1

CARTESIAN COORDINATES (ANGSTROEM)
1 C -2.54 -2.87 -0.29
2 O -1.29 -2.58 -0.90
3 C -0.29 -2.10 -0.14
4 C -0.43 -1.69 1.19
5 C 0.66 -1.17 1.86
6 C 1.91 -1.07 1.25
7 C 3.05 -0.42 1.98
8 N 3.31 0.97 1.45
9 C 2.17 1.60 0.75
10 C 2.54 1.48 -0.74
11 O 3.74 1.35 -0.98
12 N 1.63 1.53 -1.71
13 C 0.25 1.24 -1.68
14 C -0.29 0.57 -2.78
15 C -1.61 0.15 -2.77
16 C -2.40 0.36 -1.65
17 C -1.87 1.05 -0.59
18 S -2.73 1.18 0.97
19 N -3.81 2.41 0.73
20 O -3.43 -0.06 1.17
21 O -1.75 1.59 1.95
22 C -0.57 1.54 -0.61
23 C 2.05 -1.51 -0.06
24 C 0.96 -2.01 -0.75
25 H -3.16 -3.26 -1.10
26 H -2.43 -3.65 0.47
27 H -3.00 -1.99 0.15
28 H -1.38 -1.75 1.69
29 H 0.53 -0.84 2.88
30 H 2.81 -0.34 3.04
31 H 3.97 -0.99 1.87
32 H 4.03 0.95 0.65
33 H 3.69 1.56 2.20
34 H 1.25 1.09 1.00
35 H 2.10 2.66 1.01
36 H 2.04 1.45 -2.64
37 H 0.33 0.36 -3.63
38 H -2.01 -0.37 -3.63
39 H -3.41 -0.02 -1.59
40 H -3.66 3.20 1.33
41 H -4.77 2.10 0.74
42 H -0.27 2.14 0.23
43 H 3.01 -1.47 -0.55
44 H 1.06 -2.35 -1.77


Record 7
Below is a molecular structure, C16H20N4O3Pd in a non-equilibrium geometry, with properties calculated with wB97M-V/def2-TZVPD.

## Properties
net charge = +4
frontier orbital gap (alpha / beta) = 8.198 / 3.775 eV
molecular weight = 422.78 g mol⁻¹
lowest unoccupied orbital energy (alpha / beta) = -14.122 / -18.548 eV
relative energy (zero: lowest compared OMol25 entry of this formula, charge and spin) = 0.0 kcal/mol
spin multiplicity = 5

CARTESIAN COORDINATES (ANGSTROEM)
1 N 0.81 2.21 -0.29
2 C 0.69 3.35 -0.09
3 C 0.61 4.77 0.12
4 H -0.44 5.09 0.09
5 H 1.17 5.28 -0.68
6 H 1.05 5.02 1.09
7 N 2.27 -1.48 -0.33
8 C 3.22 -2.10 -0.47
9 C 4.43 -2.88 -0.64
10 H 5.06 -2.41 -1.40
11 H 4.15 -3.89 -0.96
12 H 4.96 -2.93 0.31
13 N -1.70 -1.63 -0.28
14 C -2.79 -1.98 -0.09
15 C -4.12 -2.49 0.12
16 H -4.10 -3.26 0.89
17 H -4.49 -2.91 -0.82
18 H -4.78 -1.67 0.43
19 Pd 0.73 -0.47 0.40
20 C 0.43 -2.09 1.60
21 O 0.28 -3.08 2.20
22 C 2.09 0.46 1.60
23 O 2.93 0.99 2.19
24 C 0.88 1.09 -2.85
25 C -0.50 1.16 -2.72
26 C -1.27 -0.02 -2.72
27 C -0.63 -1.25 -2.85
28 C 0.76 -1.32 -2.96
29 C 1.52 -0.16 -2.96
30 H 1.47 2.00 -2.92
31 H -1.00 2.12 -2.68
32 H -2.35 0.04 -2.68
33 H -1.23 -2.16 -2.92
34 H 1.24 -2.29 -3.12
35 H 2.59 -0.20 -3.12
36 C -2.47 1.61 3.21
37 C -1.26 0.82 2.79
38 N -0.48 0.31 3.78
39 O -1.00 0.65 1.58
40 H -2.55 1.67 4.30
41 H -3.37 1.12 2.79
42 H -2.38 2.63 2.79
43 H 0.34 -0.22 3.56
44 H -0.73 0.48 4.74


Record 8
Below is a molecular structure, C16H20N4SSiTa, with properties calculated with wB97M-V/def2-TZVPD.

## Properties
net charge = +3
frontier orbital gap = 6.854 eV
molecular weight = 509.46 g mol⁻¹
lowest unoccupied orbital energy = -10.948 eV
relative energy (zero: lowest compared OMol25 entry of this formula, charge and spin) = 4.7 kcal/mol

CARTESIAN COORDINATES (ANGSTROEM)
1 Ta 0.54 0.11 -0.16
2 N 0.54 0.92 -2.40
3 N -0.35 1.99 -2.63
4 C -1.31 2.30 -1.75
5 N -2.14 3.28 -2.01
6 S -1.50 1.40 -0.26
7 H 1.49 1.26 -2.55
8 H 0.37 0.20 -3.11
9 H -0.25 2.48 -3.51
10 H -2.10 3.83 -2.86
11 H -2.84 3.54 -1.33
12 C -3.73 -2.12 2.68
13 Si -3.30 -2.32 0.93
14 C -4.47 -3.08 -0.25
15 C -1.61 -1.83 0.37
16 C -1.18 -2.29 -0.84
17 C 0.23 -2.33 -1.14
18 C 1.12 -2.29 -0.08
19 C 0.74 -1.66 1.13
20 C -0.64 -1.12 1.23
21 H -4.39 -2.93 3.00
22 H -4.30 -1.19 2.81
23 H -2.86 -2.09 3.34
24 H -4.44 -4.16 -0.11
25 H -4.26 -2.86 -1.30
26 H -5.48 -2.76 0.00
27 H -1.85 -2.75 -1.55
28 H 0.56 -2.70 -2.10
29 H 2.13 -2.66 -0.22
30 H 1.42 -1.63 1.97
31 H -0.91 -0.77 2.22
32 N 6.92 3.06 1.37
33 C 5.84 2.71 1.20
34 C 4.49 2.26 0.99
35 C 3.43 3.05 1.46
36 C 2.13 2.64 1.25
37 C 1.88 1.44 0.57
38 C 2.96 0.66 0.13
39 C 4.27 1.05 0.33
40 H 3.64 3.97 1.97
41 H 1.30 3.24 1.62
42 H 2.82 -0.31 -0.39
43 H 5.10 0.45 -0.01


- Look up the net charge of the eighth one.
  +3


- The lowest molecular weight belongs to which entry?
  C16H20N3O4S